(1)
Computed, not measured: a molecular structure, C17H37BrO29PS7, with wB97M-V/def2-TZVPD.

Its charge is +1. The spin multiplicity is 1. The calculation puts the molar mass at 1040.80 g mol⁻¹. For the HOMO energy, the calculation gives -0.4110 Eh.

XYZ file:
```
92
Properties=species:S:1:pos:R:3:forces:R:3
O 7.489832 -7.171321 -1.179824 -2.496 1.225 2.312
P 6.724689 -6.574787 0.234339 0.501 0.491 -2.273
C 5.697505 -5.078149 -0.299884 -0.062 0.893 -0.561
C 4.289701 -5.454388 -1.008260 -0.177 0.506 0.698
C 3.425004 -6.570960 -0.232195 -0.114 0.067 -1.860
Br 2.746440 -5.814967 1.474770 0.474 -0.520 -0.896
H 6.774854 -7.115239 -1.875582 1.093 -0.205 0.540
H 5.954766 -7.639176 0.808867 0.504 0.669 -0.262
H 7.729732 -6.199595 1.199818 -0.517 -0.434 -0.910
H 6.330200 -4.546968 -1.119215 -0.729 -0.987 1.472
H 5.580175 -4.281893 0.536122 0.179 -1.724 -1.071
H 4.515702 -5.719439 -2.100746 -0.578 0.095 1.569
H 3.663556 -4.464125 -1.004978 1.233 -1.910 -0.099
H 2.538210 -6.834199 -0.932917 1.373 0.501 1.516
H 3.975901 -7.550573 -0.020558 -0.775 1.474 -0.199
C 0.636173 -2.013080 -0.435304 -0.222 0.734 0.650
C 0.183518 -1.117729 -1.575782 -0.699 -0.556 0.049
O 1.373100 -0.832789 -2.315967 1.058 -0.549 0.248
S 2.371072 -2.108108 -2.226358 -1.038 0.466 0.176
O 2.197765 -2.896498 -3.408936 0.622 0.264 0.737
O 3.651689 -1.651337 -1.776469 -0.450 -0.457 -0.528
O 1.636288 -2.868463 -1.002461 0.529 -0.072 -1.176
H 1.100358 -1.429695 0.366103 -0.231 -0.416 -0.513
H -0.183987 -2.603967 -0.024118 0.181 -0.114 -0.125
H -0.281237 -0.197156 -1.222092 0.295 0.010 -0.078
H -0.509634 -1.642581 -2.240045 -0.011 0.075 0.054
C -1.368433 -6.393296 2.365894 -0.129 -0.544 -0.011
C -2.020579 -6.307533 0.990990 0.586 0.218 0.139
O -3.249213 -5.608979 1.201263 7.472 -0.366 8.344
S -3.043539 -4.545447 2.415089 0.336 -0.608 -0.110
O -2.770474 -3.260866 1.843576 -0.251 -0.620 0.539
O -4.072919 -4.761337 3.383604 0.480 0.439 -0.696
O -1.648074 -5.145992 2.997451 -0.073 0.442 -0.243
H -1.819124 -7.188546 2.966639 0.042 -0.013 -0.085
H -0.290574 -6.553798 2.301833 -0.091 0.240 0.112
H -2.207598 -7.290786 0.557195 -0.268 0.147 0.058
H -1.409868 -5.715853 0.301397 0.037 -0.076 -0.002
C 0.720978 3.018945 2.579196 0.356 0.881 -0.099
C 0.870685 2.790876 1.085722 -0.850 0.331 -0.064
O 1.803903 1.713901 0.967238 0.393 -0.698 0.833
S 1.626882 0.720872 2.238401 -0.232 1.183 0.339
O 0.790297 -0.374840 1.839039 0.639 0.699 0.874
O 2.906260 0.535606 2.848684 -0.743 -0.362 -0.590
O 0.747401 1.714909 3.166813 0.301 -1.083 -0.798
H 1.564059 3.588939 2.978164 -0.112 0.022 -0.075
H -0.210474 3.529591 2.826082 0.053 -0.270 0.037
H 1.235126 3.676459 0.564533 0.159 -0.190 0.078
H -0.074760 2.469782 0.638801 0.026 0.135 0.027
C -0.382091 4.564586 -3.507449 0.283 0.239 -0.489
C 0.914849 4.710454 -2.724836 0.028 -0.513 0.052
O 0.668305 5.760082 -1.791232 -0.589 -0.080 -0.192
S -0.900845 5.731704 -1.363186 0.180 0.709 -0.365
O -1.014287 5.023094 -0.122437 -0.148 0.372 -0.580
O -1.451135 7.034262 -1.564715 4.377 -3.152 0.094
O -1.424702 4.757471 -2.551400 0.444 0.063 0.747
H -0.472091 5.342207 -4.271214 0.058 -0.064 0.023
H -0.472332 3.583811 -3.976705 -0.171 0.071 0.202
H 1.762266 4.956309 -3.365600 -0.101 0.198 0.158
H 1.138918 3.800175 -2.159179 0.016 -0.053 -0.121
C 5.337278 5.090303 1.027806 0.006 -0.622 -0.139
C 4.524340 5.340267 -0.233456 0.559 0.315 -0.241
O 3.225708 5.709535 0.229829 -0.031 -0.136 0.876
S 3.372824 6.500943 1.641614 0.211 0.341 -0.164
O 3.335997 7.903819 1.375251 -0.099 -0.970 0.462
O 2.523334 5.870022 2.603998 0.295 0.426 -0.645
O 4.909468 6.085796 1.956910 -0.673 0.358 -0.412
H 5.113125 4.107876 1.453779 0.034 0.013 -0.069
H 6.410417 5.171541 0.849730 -0.137 0.197 0.157
H 4.468825 4.459400 -0.873962 -0.238 0.060 0.148
H 4.930444 6.180114 -0.805145 0.038 -0.087 0.017
C -7.653156 -6.356281 -0.023331 -0.420 0.489 0.324
C -7.747824 -5.422418 -1.221052 -0.423 -0.435 -0.304
O -6.430020 -4.901246 -1.388609 0.256 -0.451 0.494
S -5.349774 -6.029507 -0.929730 -0.896 0.628 -0.433
O -4.890108 -6.715599 -2.100698 0.131 0.210 0.942
O -4.445171 -5.441005 0.040698 -7.685 0.019 -8.423
O -6.384642 -7.003331 -0.146619 0.522 0.324 -0.675
H -7.659844 -5.796157 0.916018 -0.039 -0.022 -0.064
H -8.457010 -7.093546 -0.011124 0.281 -0.088 -0.051
H -8.464237 -4.615623 -1.064033 0.275 0.056 0.010
H -8.012459 -5.971493 -2.129763 -0.079 0.013 0.086
C -4.905714 8.599015 1.416426 -0.112 0.469 0.372
C -5.355438 9.491216 0.268976 -0.468 -0.377 -0.073
O -4.164598 9.787781 -0.458628 0.599 -0.264 0.501
S -3.152619 8.520283 -0.357739 -0.638 0.056 -0.398
O -3.306512 7.726895 -1.540349 -3.311 2.223 1.374
O -1.885565 8.992524 0.103598 -0.860 -0.126 -0.375
O -3.895986 7.753537 0.865297 0.082 0.240 -0.708
H -4.455337 9.187701 2.220797 -0.076 -0.003 -0.035
H -5.724458 8.001376 1.819675 0.205 -0.120 -0.142
H -5.832330 10.407873 0.617047 0.265 0.022 -0.117
H -6.037147 8.958808 -0.401189 -0.026 0.021 0.100
```
Positions in Å, forces in eV/Å.

These are the Mulliken partial charges, in e, on atoms 1 to 8: O -0.47; P 0.38; C -0.73; C -0.08; C -0.71; Br -0.11; H 0.39; H 0.19

***

(2)
Computed, not measured: 5 unconnected molecules or ions with the total composition C17H37F3O10PS, with wB97M-V/def2-TZVPD.

Its charge is -1. The spin multiplicity is 1. The calculation puts the molar mass at 521.51 g mol⁻¹. For the HOMO energy, the calculation gives -0.1564 Eh.

XYZ file:
```
69
Properties=species:S:1:pos:R:3:forces:R:3
O 6.653249 -5.371035 -0.660586 -2.402 1.486 -3.440
S 6.168673 -4.683458 -1.964822 2.049 3.795 5.408
O 6.222159 -3.126184 -1.900790 -1.110 -4.465 -0.032
P 7.458248 -5.254181 -3.612679 1.844 -1.387 -3.576
C 4.369156 -5.109914 -2.416101 -2.846 0.083 -1.394
F 4.037005 -4.186000 -3.564191 0.447 -3.182 3.557
F 4.218520 -6.514639 -2.914947 -0.075 4.574 1.783
F 3.404233 -4.824805 -1.329118 2.540 -1.236 -3.471
H 8.303739 -6.006217 -2.699332 -0.212 0.159 0.311
H 6.617395 -6.435934 -3.809997 -0.024 -0.093 0.232
H 6.547113 -4.520420 -4.482154 -0.251 0.170 0.212
H 8.202437 -4.033517 -3.414642 -0.108 0.207 0.556
H 8.310806 -5.579763 -4.727286 0.170 -0.156 -0.136
O -0.774076 -2.206776 -2.781135 0.251 -0.482 2.055
C -0.302683 -2.500326 -1.685091 -0.139 0.577 -1.374
O -1.111945 -2.635114 -0.607881 -0.579 -0.155 -0.373
C -0.692003 -3.143294 0.672491 0.249 0.172 0.178
C -0.076049 -2.044586 1.515989 0.181 0.168 -0.136
C 1.179914 -2.627882 -1.495760 0.221 -0.602 -0.176
H -0.030948 -4.007434 0.554805 0.011 0.169 -0.095
H -1.595337 -3.512008 1.169857 -0.037 0.078 -0.358
H 0.821783 -1.631907 1.048111 -0.094 -0.124 0.126
H 0.193381 -2.423197 2.506000 -0.055 0.016 -0.079
H -0.779800 -1.213875 1.635347 0.025 -0.165 0.044
H 1.610863 -1.632513 -1.361655 -0.006 -0.109 0.043
H 1.604224 -3.088388 -2.394136 -0.094 0.324 0.117
H 1.467340 -3.267270 -0.663559 0.011 0.226 0.077
O 1.799876 0.503995 0.559412 0.017 1.499 -1.786
C 1.655747 1.367876 -0.302347 0.448 -1.007 1.159
O 2.571630 1.506384 -1.289985 -0.056 -0.516 0.159
C 2.413331 2.360291 -2.438782 -0.015 0.149 0.042
C 2.829834 3.782253 -2.118466 0.041 0.152 0.219
C 0.516743 2.341433 -0.231150 -0.682 -0.168 -0.256
H 1.396560 2.296991 -2.838469 0.057 0.020 0.165
H 3.074702 1.960166 -3.214554 -0.088 -0.175 0.347
H 2.206738 4.218036 -1.332869 -0.032 -0.021 -0.135
H 2.757535 4.415123 -3.007458 0.013 -0.083 0.066
H 3.861653 3.805262 -1.751843 -0.130 -0.070 -0.153
H 0.774924 3.144625 0.463606 0.035 -0.101 -0.077
H -0.367227 1.811923 0.139525 0.315 0.109 0.081
H 0.234497 2.764883 -1.192928 0.126 0.136 0.040
O -2.590387 0.304460 4.171155 -1.440 -0.450 -1.623
C -3.515159 -0.015968 3.428312 1.199 0.583 0.752
O -3.357909 0.028704 2.084164 0.546 -0.068 0.465
C -4.307009 -0.487127 1.131758 -0.286 0.071 -0.260
C -5.393035 0.530488 0.843559 -0.085 0.274 0.151
C -4.859850 -0.376176 3.987122 -0.223 -0.686 0.277
H -4.707019 -1.451894 1.458557 0.051 0.136 0.115
H -3.746295 -0.681971 0.211449 0.168 0.091 0.342
H -5.969341 0.770804 1.741020 -0.053 -0.146 -0.040
H -6.081504 0.154795 0.081375 0.102 0.019 0.065
H -4.953489 1.469358 0.490129 -0.036 -0.309 -0.090
H -5.414570 0.540068 4.204476 0.060 -0.112 -0.031
H -4.708837 -0.937148 4.915393 0.045 0.356 -0.084
H -5.452074 -1.018468 3.338491 -0.058 0.210 -0.108
O -3.300024 2.920577 -0.276908 -0.172 1.468 1.692
C -3.204884 3.582154 0.754091 0.291 -0.769 -1.305
O -4.001005 4.659858 0.949548 -0.454 -0.260 -0.315
C -4.094822 5.394564 2.184600 0.213 0.059 0.023
C -2.994557 6.432788 2.282367 0.242 0.041 -0.091
C -2.150952 3.267611 1.774141 -0.132 -0.473 0.498
H -4.115400 4.717526 3.044122 0.129 0.007 -0.137
H -5.065072 5.902215 2.169086 0.111 -0.250 -0.252
H -2.003305 5.971552 2.282474 -0.123 0.009 0.107
H -3.100944 7.022914 3.196966 -0.011 -0.060 -0.090
H -3.028161 7.108096 1.420728 -0.111 -0.088 0.154
H -1.203203 3.710941 1.458402 -0.171 -0.028 0.070
H -2.040544 2.179663 1.832137 0.094 0.237 -0.173
H -2.394588 3.601008 2.780856 0.089 0.166 -0.047
```
Positions in Å, forces in eV/Å.

These are the Mulliken partial charges, in e, on atoms 1 to 8: O -0.64; S 0.76; O -0.61; P -0.22; C 0.52; F -0.23; F -0.23; F -0.22

***

(3)
Computed, not measured: 3 unconnected molecules or ions with the total composition C17H37F3O7P, with wB97M-V/def2-TZVPD.

Its charge is +1. The spin multiplicity is 1. The calculation puts the molar mass at 441.44 g mol⁻¹. For the HOMO energy, the calculation gives -0.4114 Eh.

XYZ file:
```
65
Properties=species:S:1:pos:R:3:forces:R:3
C 0.415347 -1.149560 0.897421 -0.204 0.252 -0.771
C -0.293028 -1.493626 -0.511422 0.357 -0.686 0.907
P -1.134311 -0.028664 -1.335515 1.384 -0.500 0.987
C -0.844136 1.595194 -0.438482 0.292 1.347 -0.420
C 0.310768 2.356980 -1.275147 2.551 -0.870 0.248
O 1.496906 2.066768 -1.087470 -3.361 0.669 -0.221
C -2.956264 -0.444733 -1.593172 -2.901 0.099 -1.668
F -3.689689 -0.529242 -0.421657 1.777 -0.022 -2.433
F -3.113496 -1.610342 -2.366009 0.625 2.402 2.150
F -3.504847 0.597173 -2.383547 1.171 -1.923 1.814
H 0.619535 -2.144701 1.409462 -0.124 1.411 -0.679
H -0.274799 -0.528224 1.556702 1.003 -0.862 -0.704
H 1.385254 -0.596412 0.632235 -1.406 -0.769 0.810
H -1.083410 -2.298271 -0.327019 0.910 1.137 -0.529
H 0.527267 -1.906768 -1.190316 -1.348 0.632 0.514
H -0.555583 0.108182 -2.641473 -0.700 -0.004 0.577
H -0.447541 1.478230 0.616748 -0.519 -0.344 -1.313
H -1.749291 2.278708 -0.397789 0.769 -1.134 -0.206
H 0.070113 3.125820 -2.079980 -0.298 -0.779 0.999
C -5.774717 -0.209398 5.673052 -0.042 0.287 0.082
O -4.571288 0.537039 5.729783 0.037 -0.462 -0.397
C -3.405374 -0.264576 5.857832 0.080 0.500 -0.028
C -2.318103 0.160223 4.872785 0.104 -0.088 0.277
O -2.603313 -0.078235 3.492683 0.015 0.124 -0.186
C -3.653749 0.673684 2.889674 -0.033 0.176 0.086
C -3.411428 2.182801 2.783958 -0.631 -0.280 0.452
O -3.439463 2.802446 4.057924 0.698 -0.144 -0.349
C -2.385784 3.730778 4.269309 -0.344 -0.076 0.326
H -6.129466 -0.425497 6.683866 -0.088 -0.172 -0.049
H -6.523042 0.397985 5.159147 0.055 0.036 0.120
H -5.653686 -1.139253 5.107212 0.035 -0.015 0.083
H -3.625965 -1.327920 5.723450 -0.078 0.026 -0.064
H -3.026135 -0.120427 6.876390 0.216 -0.173 -0.055
H -1.429351 -0.439440 5.093838 -0.117 -0.105 -0.104
H -2.018510 1.195583 5.028203 -0.249 0.083 0.062
H -4.607406 0.459265 3.372155 0.038 0.232 0.123
H -3.741978 0.289386 1.871822 0.123 -0.044 -0.051
H -4.222477 2.625090 2.191447 0.054 -0.140 -0.246
H -2.466707 2.361666 2.259221 0.163 0.061 0.101
H -1.456950 3.414314 3.784224 -0.022 0.015 -0.069
H -2.198906 3.778689 5.344932 -0.096 0.057 -0.100
H -2.683905 4.718661 3.917394 0.163 0.135 -0.082
C 4.070540 -1.640384 -1.045345 -0.003 -0.208 -0.210
O 3.459667 -1.464066 -2.311730 0.140 0.366 0.235
C 3.085664 -0.120947 -2.585400 0.284 -0.390 -0.408
C 3.532466 0.318586 -3.979489 0.044 0.119 -0.123
O 4.937716 0.438013 -4.169098 -0.299 -0.099 0.164
C 5.720510 -0.753787 -4.131468 0.060 -0.256 -0.143
C 5.454755 -1.756405 -5.257765 0.035 -0.064 0.613
O 4.175525 -2.361469 -5.123232 -0.126 0.476 -0.419
C 3.444484 -2.430558 -6.338197 -0.075 -0.122 0.410
H 3.305307 -1.779678 -0.275350 0.094 0.054 0.202
H 4.689588 -2.538495 -1.093016 -0.147 0.009 -0.001
H 4.721575 -0.800113 -0.784221 -0.099 0.005 0.020
H 3.483135 0.572186 -1.838776 0.029 -0.076 0.011
H 1.987913 -0.078552 -2.541745 -0.129 0.257 -0.066
H 3.129987 1.323497 -4.145879 0.138 0.043 0.114
H 3.092656 -0.305379 -4.756982 -0.035 -0.252 0.150
H 5.649834 -1.229913 -3.153109 -0.144 -0.151 -0.099
H 6.756618 -0.426816 -4.229577 -0.028 0.149 -0.109
H 6.200243 -2.558067 -5.193053 0.190 0.184 -0.037
H 5.574036 -1.255636 -6.222224 -0.127 0.016 -0.030
H 3.626073 -1.560412 -6.975917 0.077 -0.054 -0.025
H 2.380847 -2.440068 -6.083915 0.081 -0.109 -0.009
H 3.689765 -3.350911 -6.868382 -0.017 0.013 -0.237
```
Positions in Å, forces in eV/Å.

These are the Mulliken partial charges, in e, on atoms 1 to 8: C -0.77; C -0.51; P 0.16; C -0.37; C -0.22; O -0.37; C 0.64; F -0.14

***

no.,frontier orbital gap (eV),energy (a.u.)
1,7.06,-8553.965422
2,5.91,-2461.332774
3,7.26,-1837.101272